1.
Here is the ion C5H6N with charge +1 from OMol25. Energies are from the ωB97M-V functional and the def2-TZVPD basis.

```
12
C5H6N | OMol25 | the ωB97M-V functional and the def2-TZVPD basis
C -0.065 -0.440 -0.290
C 1.374 -1.093 -1.001
C 2.002 0.870 0.473
C -1.451 -0.257 -0.893
C -1.224 -0.296 0.633
N 1.376 -0.007 -0.202
H 3.006 0.788 0.788
H 1.431 1.714 0.864
H -1.614 0.658 -1.434
H -1.879 -1.209 -1.248
H -1.439 -1.295 0.968
H -1.520 0.567 1.341
```

Results
ΔE to the lowest compared entry with this formula, charge and spin = 766.1 kJ/mol
Total energy = -248.3239 a.u.
Total charge = +1
Gap between HOMO and LUMO (spin up / spin down) = 7.7 / 7.7 eV



2.
Here is a cluster of 5 separate species, C21H41BrN2O16 in total from OMol25. Energies are from the ωB97M-V functional and the def2-TZVPD basis.

```
81
C21H41BrN2O16 | OMol25 | the ωB97M-V functional and the def2-TZVPD basis
C 3.619 0.938 3.082
C 4.126 0.498 1.557
C 3.669 1.657 0.441
Br 4.481 1.362 -1.359
N 2.173 1.845 0.464
C 1.698 3.020 -0.354
O 1.324 4.092 0.628
C 0.006 3.764 1.239
C -0.212 3.123 2.733
O -1.079 4.025 0.461
C 1.398 0.577 0.207
O 1.695 -0.391 -0.662
O 0.117 0.395 0.968
C 0.253 -0.697 1.947
N -1.073 -1.463 2.118
C -1.671 -1.827 0.773
H 4.262 1.830 3.530
H 2.507 1.335 3.050
H 3.601 -0.008 3.797
H 3.746 -0.573 1.263
H 5.317 0.511 1.610
H 4.142 2.668 0.863
H 0.746 2.761 -1.022
H 2.498 3.506 -1.055
H -0.731 3.922 3.443
H -0.923 2.168 2.662
H 0.789 2.740 3.245
H 1.128 -1.452 1.719
H 0.521 -0.182 2.989
H -1.745 -0.877 2.677
H -2.177 -0.891 0.245
H -2.526 -2.621 0.950
H -0.878 -2.293 0.013
C -7.219 -1.142 -2.174
O -6.465 -0.228 -1.380
C -5.424 0.350 -2.031
O -5.104 0.150 -3.192
O -4.800 1.188 -1.165
C -3.676 1.872 -1.717
H -8.025 -1.544 -1.554
H -7.667 -0.630 -3.032
H -6.590 -1.976 -2.504
H -3.983 2.504 -2.556
H -2.906 1.159 -2.029
H -3.255 2.514 -0.938
C 2.061 -6.735 4.663
O 2.970 -5.925 3.922
C 2.568 -5.650 2.655
O 1.532 -6.030 2.133
O 3.519 -4.878 2.070
C 3.228 -4.508 0.724
H 2.483 -6.892 5.660
H 1.095 -6.231 4.774
H 1.936 -7.712 4.185
H 2.309 -3.915 0.677
H 3.150 -5.396 0.088
H 4.054 -3.893 0.356
C -6.588 7.676 0.391
O -6.300 6.285 0.509
C -6.729 5.535 -0.537
O -7.315 5.950 -1.524
O -6.391 4.243 -0.295
C -6.783 3.332 -1.321
H -6.201 8.179 1.282
H -6.091 8.101 -0.487
H -7.669 7.844 0.344
H -6.293 3.583 -2.267
H -7.871 3.326 -1.437
H -6.463 2.330 -1.023
C 3.914 -2.520 -3.476
O 4.993 -3.431 -3.276
C 6.177 -3.017 -3.795
O 6.371 -1.971 -4.393
O 7.107 -3.970 -3.535
C 8.411 -3.668 -4.027
H 3.019 -2.952 -3.021
H 4.121 -1.563 -2.988
H 3.723 -2.378 -4.545
H 8.798 -2.756 -3.560
H 8.399 -3.572 -5.117
H 9.073 -4.497 -3.762
```

Results
SMILES = CC[C@@H](Br)N(COC(C)=O)C(=O)OCNC.COC(=O)OC.COC(=O)OC.COC(=O)OC.COC(=O)OC
Total energy = -4711.9197 a.u.
Gap between HOMO and LUMO = 9.5 eV



3.
Here is a structure of composition C20H26N5S2Sn from OMol25. Energies are from the ωB97M-V functional and the def2-TZVPD basis.

```
54
C20H26N5S2Sn | OMol25 | the ωB97M-V functional and the def2-TZVPD basis
Sn 0.115 -0.263 0.534
C 0.502 1.912 4.131
C 1.527 1.464 3.167
C 2.056 2.340 2.172
C 3.154 1.975 1.441
C 3.781 0.731 1.675
C 3.250 -0.172 2.604
C 2.121 0.159 3.310
H -0.391 1.277 4.094
H 0.220 2.953 3.993
H 0.893 1.791 5.149
H 1.653 3.340 2.075
H 3.584 2.669 0.731
H 4.705 0.493 1.163
H 3.771 -1.096 2.822
H 1.749 -0.511 4.077
S -1.577 -2.289 0.879
C -0.249 -3.343 0.923
C -0.429 -4.734 1.067
C 0.695 -5.546 1.038
C 1.935 -4.956 0.869
C 2.026 -3.555 0.735
N 0.974 -2.767 0.768
H -1.425 -5.140 1.182
H 0.597 -6.618 1.140
H 2.835 -5.557 0.838
H 2.987 -3.075 0.595
N -5.090 3.561 0.489
C -4.021 2.767 0.482
C -2.809 3.149 1.104
C -1.739 2.305 1.066
N -1.763 1.097 0.469
C -2.916 0.728 -0.137
C -4.036 1.504 -0.156
H -5.074 4.459 0.943
H -5.956 3.283 0.059
H -2.732 4.103 1.608
H -0.803 2.590 1.534
H -2.920 -0.243 -0.617
H -4.930 1.154 -0.654
C 1.900 0.769 -5.179
N 1.672 0.204 -3.847
C 0.530 -0.326 -3.447
S 0.510 -1.156 -1.896
N -0.528 -0.298 -4.233
C -1.836 -0.910 -3.997
H 2.908 1.168 -5.217
H 1.204 1.585 -5.379
H 1.804 0.003 -5.950
H 2.462 0.104 -3.232
H -0.400 0.102 -5.153
H -1.966 -1.111 -2.940
H -1.920 -1.843 -4.551
H -2.610 -0.229 -4.341
```

Results
ΔE to the lowest compared entry with this formula, charge and spin = 272.9 kJ/mol
Total energy = -2061.2196 a.u.
Total charge = +3
Gap between HOMO and LUMO (spin up / spin down) = 4.3 / 5.0 eV



4.
Here is a structure of composition C23H20CrN4O2S3Se2 from OMol25. Energies are from the ωB97M-V functional and the def2-TZVPD basis.

```
55
C23H20CrN4O2S3Se2 | OMol25 | the ωB97M-V functional and the def2-TZVPD basis
Cr -0.385 -0.902 -0.445
O 1.988 -3.615 4.638
C 2.261 -2.493 3.791
C 1.366 -2.394 2.548
C 1.704 -1.036 1.920
O 1.613 -1.010 0.488
C 1.685 -3.551 1.591
Se 3.474 -3.445 0.722
C -0.105 -2.432 3.001
Se -1.504 -2.328 1.601
H 2.113 -4.402 4.097
H 3.300 -2.520 3.449
H 2.120 -1.603 4.413
H 2.724 -0.765 2.195
H 1.024 -0.271 2.296
H 2.271 -1.713 0.198
H 0.929 -3.589 0.815
H 1.628 -4.501 2.129
H -0.282 -1.596 3.683
H -0.294 -3.352 3.547
S -2.010 -0.443 -2.126
C -1.006 0.617 -3.138
C -0.906 1.949 -2.756
C -0.246 2.923 -3.505
C -0.215 4.282 -3.042
N -0.201 5.376 -2.671
C 0.344 2.535 -4.716
C 0.276 1.215 -5.122
C -0.384 0.194 -4.380
S -0.393 -1.408 -4.990
C 1.000 3.505 -5.567
N 1.521 4.260 -6.262
H -1.375 2.253 -1.832
H 0.737 0.933 -6.058
N -0.755 0.756 0.442
C -1.109 1.705 0.949
C -1.646 2.870 1.599
C -2.670 2.697 2.525
C -3.223 3.806 3.144
C -2.756 5.079 2.843
C -1.737 5.244 1.915
C -1.177 4.140 1.290
H -3.021 1.693 2.738
H -4.024 3.676 3.860
H -3.189 5.944 3.330
H -1.378 6.235 1.668
H -0.392 4.259 0.552
S 1.489 -4.182 -3.002
C -0.111 -4.591 -2.545
C -0.634 -3.611 -1.784
N 0.221 -2.549 -1.549
C 1.366 -2.730 -2.140
H -0.579 -5.504 -2.876
H -1.622 -3.589 -1.357
H 2.177 -2.019 -2.114
```

Results
ΔE to the lowest compared entry with this formula, charge and spin = 14.8 kJ/mol
Total energy = -8299.9548 a.u.
⟨S²⟩ = 6.02
Spin multiplicity = 5
Total charge = -2
Gap between HOMO and LUMO (spin up / spin down) = 5.2 / 5.2 eV



5.
Here is the molecule CH4O5P2 from OMol25. Energies are from the ωB97M-V functional and the def2-TZVPD basis.

```
12
CH4O5P2 | OMol25 | the ωB97M-V functional and the def2-TZVPD basis
C -1.916 -0.628 -0.010
O 0.574 0.425 1.065
O 2.870 0.546 -0.107
O 0.424 0.139 -1.187
O 1.799 -1.749 -0.057
O -0.972 2.138 -0.201
P 1.503 -0.335 -0.065
P -0.670 0.712 -0.057
H -1.366 -1.525 0.527
H -2.747 -0.393 0.631
H -2.137 -0.668 -0.994
H 2.636 1.338 0.455
```

Results
ΔE to the lowest compared entry with this formula, charge and spin = 0.0 kJ/mol
Total energy = -1099.5963 a.u.
Gap between HOMO and LUMO = 12.0 eV



6.
Here is the molecule C3H8N2 from OMol25. Energies are from the ωB97M-V functional and the def2-TZVPD basis.

```
13
C3H8N2 | OMol25 | the ωB97M-V functional and the def2-TZVPD basis
C -1.980 0.754 0.149
C -1.458 -0.690 -0.077
C 2.154 0.079 0.200
N -0.211 -0.542 0.613
N 0.782 -0.107 -0.183
H -1.355 1.549 -0.199
H -2.841 1.071 0.672
H -1.936 -1.477 0.276
H -1.210 -0.868 -1.144
H 2.818 -0.868 0.254
H 2.560 0.777 -0.496
H 2.179 0.561 1.169
H 0.499 -0.239 -1.234
```

Results
ΔE to the lowest compared entry with this formula, charge and spin = 537.5 kJ/mol
Total energy = -228.4439 a.u.
Gap between HOMO and LUMO (spin up / spin down) = 9.1 / 7.8 eV



7.
Here is the molecule C4H7N3S from OMol25. Energies are from the ωB97M-V functional and the def2-TZVPD basis.

```
15
C4H7N3S | OMol25 | the ωB97M-V functional and the def2-TZVPD basis
N -0.640 2.848 -0.782
N -0.141 1.817 -1.428
C -0.030 0.671 -0.841
C -0.928 0.042 0.168
C -0.754 -1.156 0.790
N 0.456 -1.962 0.421
C 1.738 -1.572 0.910
S 3.110 -2.543 0.587
H -1.627 2.839 -0.320
H -0.833 3.635 -1.518
H 0.719 -0.043 -1.172
H -1.924 0.448 0.328
H -1.538 -1.526 1.404
H 0.371 -2.947 0.310
H 2.021 -0.552 1.143
```

Results
SMILES = N/N=C\C=C/NC=S
ΔE to the lowest compared entry with this formula, charge and spin = 407.6 kJ/mol
Total energy = -718.9473 a.u.
Gap between HOMO and LUMO = 8.6 eV



- Which formula does entry 5 have?
  CH4O5P2



- Number 3 is which compound?
  C20H26N5S2Sn



- total energy of number 4 (C23H20CrN4O2S3Se2)?
  -8299.9548 a.u.